The ion C3H9N4 with charge +1. Source: OMol25; level of theory: wB97M-V/def2-TZVPD.

Positions of all 16 atoms, in Å:
H1 -0.247 1.934 0.729
C1 0.769 1.815 0.512
H2 1.505 2.195 1.184
H3 -3.046 -0.049 -0.830
H4 0.930 2.599 -0.364
C2 -1.208 -0.020 -0.524
N1 -0.008 -0.506 -0.049
H5 -0.423 -2.493 0.358
H6 1.067 -2.118 0.703
H7 -1.101 1.095 -0.754
H8 2.640 -0.863 -0.171
C3 1.153 0.471 0.123
N2 0.349 -1.846 0.120
N3 -2.303 -0.679 -0.509
N4 2.319 0.134 -0.101
H9 -2.397 -1.668 -0.427

Computed properties:
E_LUMO (eV): -3.99
SMILES: [H]/N=C(C)\[N+](N)=C\N
Energy above the lowest of the compared OMol25 structures with the same formula, charge and spin (kcal per mole): 74.33
E (eV): -9208.398
Charge: +1
Gap between HOMO and LUMO (eV): 9.7


An isolated molecule of C2HF2N3O4. Source: OMol25; level of theory: wB97M-V/def2-TZVPD.

Positions of all 12 atoms, in Å:
C1 -0.192 -0.614 0.180
O1 -2.031 0.745 -0.055
O2 2.203 2.039 0.666
C2 0.435 -1.882 0.094
O3 0.551 0.506 0.746
N1 1.051 -2.834 -0.074
O4 -2.241 -1.453 -0.027
F1 2.203 0.258 -0.742
N2 1.533 1.275 0.105
F2 0.875 1.891 -1.033
N3 -1.481 -0.459 0.005
H1 -2.905 0.528 0.135

Computed properties:
E_LUMO (eV): -1.20
SMILES: N#C/C(O[N+]([O-])(F)F)=[N+](\[O-])O
Energy above the lowest of the compared OMol25 structures with the same formula, charge and spin (kcal per mole): 83.94
E (eV): -20173.958
Charge: 0
Gap between HOMO and LUMO (eV): 9.4


A structure of composition C9H17AlNO4S. Source: OMol25; level of theory: wB97M-V/def2-TZVPD.

Positions of all 33 atoms, in Å:
O1 -2.011 -0.118 -1.257
C1 -0.615 0.136 3.366
H1 0.365 -2.368 -1.041
H2 1.192 -0.721 4.002
H3 -2.442 -2.114 -0.733
H4 1.303 0.775 0.773
H5 -0.878 -2.969 -2.051
C2 2.001 0.772 -0.054
C3 -1.777 -0.013 1.339
C4 0.179 -1.069 3.824
H6 -0.218 -1.433 4.767
H7 3.366 1.497 -2.268
H8 -0.075 -1.168 0.676
S1 -1.650 1.329 -4.216
C5 -1.163 -1.224 0.676
C6 -1.622 -1.389 -0.813
H9 2.938 3.039 -1.558
H10 2.896 1.304 0.289
O2 -1.800 -0.159 2.799
O3 -0.245 1.209 3.532
C7 1.436 1.575 -1.235
H11 2.130 2.583 -3.030
H12 2.334 -0.220 -0.355
C8 2.535 2.183 -2.110
H13 -1.450 -2.089 1.278
H14 -2.805 0.138 1.053
N1 0.235 1.753 -1.439
Al1 -0.670 0.393 -2.373
H15 0.141 -1.842 3.068
C9 -0.469 -2.021 -1.673
O4 0.139 -1.177 -2.628
H16 -2.044 2.506 -3.698
H17 -1.255 0.904 1.090

Computed properties:
E_LUMO (eV): 3.09
E (eV): -36725.725
Charge: -1
Gap between HOMO and LUMO (eV): 7.1


A cluster of 2 separate species, C2H4FNOS in total. Source: OMol25; level of theory: wB97M-V/def2-TZVPD.

Positions of all 10 atoms, in Å:
C1 0.227 -1.084 0.443
O1 -0.764 4.253 1.216
H1 -0.091 -0.640 1.349
H2 0.040 2.021 0.475
H3 0.638 -2.080 0.387
S1 -1.122 3.022 0.577
C2 -0.721 0.040 -1.456
F1 -0.948 3.406 -1.076
H4 -0.433 0.999 -2.001
N1 -0.104 -0.466 -0.603

Computed properties:
E_LUMO (eV): 0.01
Energy above the lowest of the compared OMol25 structures with the same formula, charge and spin (kcal per mole): 96.32
E (eV): -19224.461
Charge: 0
Gap between HOMO and LUMO (eV): 8.3


What did the third record say?
A structure of composition C9H17AlNO4S. Source: OMol25; level of theory: wB97M-V/def2-TZVPD.

Positions of all 33 atoms, in Å:
O1 -2.011 -0.118 -1.257
C1 -0.615 0.136 3.366
H1 0.365 -2.368 -1.041
H2 1.192 -0.721 4.002
H3 -2.442 -2.114 -0.733
H4 1.303 0.775 0.773
H5 -0.878 -2.969 -2.051
C2 2.001 0.772 -0.054
C3 -1.777 -0.013 1.339
C4 0.179 -1.069 3.824
H6 -0.218 -1.433 4.767
H7 3.366 1.497 -2.268
H8 -0.075 -1.168 0.676
S1 -1.650 1.329 -4.216
C5 -1.163 -1.224 0.676
C6 -1.622 -1.389 -0.813
H9 2.938 3.039 -1.558
H10 2.896 1.304 0.289
O2 -1.800 -0.159 2.799
O3 -0.245 1.209 3.532
C7 1.436 1.575 -1.235
H11 2.130 2.583 -3.030
H12 2.334 -0.220 -0.355
C8 2.535 2.183 -2.110
H13 -1.450 -2.089 1.278
H14 -2.805 0.138 1.053
N1 0.235 1.753 -1.439
Al1 -0.670 0.393 -2.373
H15 0.141 -1.842 3.068
C9 -0.469 -2.021 -1.673
O4 0.139 -1.177 -2.628
H16 -2.044 2.506 -3.698
H17 -1.255 0.904 1.090

Computed properties:
E_LUMO (eV): 3.09
E (eV): -36725.725
Charge: -1
Gap between HOMO and LUMO (eV): 7.1